No. 1
The following is a DFT calculation (wB97M-V/def2-TZVPD) of C7H4F6N2NiO5S3 as an isolated structure.

Summary:
E_HOMO (spin up / spin down) in Eh: -0.1681 / -0.1486
Frontier orbital gap (spin up / spin down) in eV: 7.4 / 6.9
Total charge: -1
2S+1: 2

Geometry as XYZ:
```
28
C7H4F6N2NiO5S3, DFT wB97M-V/def2-TZVPD
Ni -0.038 0.746 0.624
O 1.262 -0.635 0.054
N 1.991 -1.153 1.017
C 2.874 -2.117 0.663
C 3.693 -2.720 1.574
C 3.610 -2.326 2.914
C 2.710 -1.354 3.261
C 1.864 -0.737 2.317
S 0.728 0.469 2.738
H 2.853 -2.342 -0.393
H 4.381 -3.484 1.243
H 4.244 -2.778 3.664
H 2.612 -1.017 4.284
F -3.611 -1.429 -2.680
C -2.529 -0.640 -2.685
F -1.446 -1.414 -2.715
F -2.558 0.097 -3.798
S -2.547 0.431 -1.186
O -2.464 -0.476 -0.085
O -3.698 1.271 -1.328
N -1.150 1.174 -1.428
S -1.054 2.735 -1.146
O -1.040 2.973 0.283
O -1.826 3.605 -1.979
C 0.682 2.986 -1.751
F 1.597 2.430 -0.966
F 0.909 4.306 -1.784
F 0.826 2.507 -2.986
```

Calculated atomic charges, method Mulliken, unit e: number 1, Ni, carries 0.28; number 2, O, carries -0.68; number 3, N, carries 0.51; number 4, C, carries -0.18; number 5, C, carries -0.70; number 6, C, carries -0.09; number 7, C, carries -0.78; number 8, C, carries 0.45; number 9, S, carries -0.40; number 10, H, carries 0.40; number 11, H, carries 0.36; number 12, H, carries 0.36; number 13, H, carries 0.35; number 14, F, carries -0.23; number 15, C, carries 0.67; number 16, F, carries -0.23; number 17, F, carries -0.25; number 18, S, carries 1.10; number 19, O, carries -0.64; number 20, O, carries -0.66; number 21, N, carries -0.47; number 22, S, carries 1.03; number 23, O, carries -0.66; number 24, O, carries -0.58; number 25, C, carries 0.71; number 26, F, carries -0.21; number 27, F, carries -0.23; number 28, F, carries -0.25

***

No. 2
The following is a DFT calculation (wB97M-V/def2-TZVPD) of an isolated molecule of C3H4N2O2.

Summary:
E_HOMO (spin up / spin down) in Eh: -0.2443 / -0.3679
Frontier orbital gap (spin up / spin down) in eV: 7.3 / 7.8
2S+1: 3

Geometry as XYZ:
```
11
C3H4N2O2, DFT wB97M-V/def2-TZVPD
C -0.275 -0.674 -0.171
C 0.682 -1.517 -0.457
C 0.332 0.653 0.178
N 1.950 -0.971 -0.267
N 1.939 0.240 -0.008
O -0.306 1.587 -0.636
O 2.903 0.945 0.213
H -1.267 -0.974 -0.296
H 0.505 -2.473 -0.833
H 0.168 0.761 1.200
H -0.583 2.360 -0.094
```

Calculated atomic charges, method Mulliken, unit e: number 1, C, carries -0.52; number 2, C, carries -0.34; number 3, C, carries 0.18; number 4, N, carries -0.71; number 5, N, carries 0.95; number 6, O, carries -0.49; number 7, O, carries -0.58; number 8, H, carries 0.40; number 9, H, carries 0.48; number 10, H, carries 0.27; number 11, H, carries 0.35

***

No. 3
The following is a DFT calculation (wB97M-V/def2-TZVPD) of C23H23Co2O7Si as an isolated structure.

Summary:
E_HOMO in Eh: -0.1307
Frontier orbital gap in eV: 6.2
Total charge: -1

Geometry as XYZ:
```
56
C23H23Co2O7Si, DFT wB97M-V/def2-TZVPD
C 2.931 0.221 3.477
Si 1.890 -1.238 2.992
C 2.587 -2.198 1.565
C 1.603 -2.325 4.459
O 0.447 -0.529 2.472
C -0.853 -0.751 2.379
C -1.733 -0.001 1.615
C -3.119 -0.467 1.842
C -2.981 -1.732 2.732
C -1.509 -1.837 3.165
H 3.979 -0.097 3.568
H 2.874 1.037 2.744
H 2.609 0.604 4.455
H 3.473 -2.745 1.922
H 1.867 -2.928 1.170
H 2.903 -1.548 0.738
H 2.560 -2.817 4.695
H 1.305 -1.722 5.327
H 0.844 -3.094 4.277
H -1.473 0.982 1.217
H -3.717 0.293 2.364
H -3.640 -0.708 0.910
H -3.641 -1.667 3.603
H -3.261 -2.618 2.148
H -1.100 -2.834 2.932
H -1.381 -1.694 4.253
O 1.849 -1.756 -2.229
C 1.136 -1.068 -1.626
Co -0.030 -0.120 -0.760
C -0.618 -1.771 -0.425
O -0.878 -2.877 -0.214
C 1.043 0.899 0.211
O 1.766 1.634 0.746
C -0.473 1.032 -2.202
C 0.226 1.069 -3.469
C 1.627 1.266 -3.510
C 2.325 1.060 -4.695
C 1.633 0.740 -5.865
C 0.238 0.629 -5.848
C -0.476 0.841 -4.668
C -1.635 0.866 -1.471
C -2.722 0.250 -0.936
Co -1.038 2.649 -1.334
C 0.569 3.419 -1.327
O 1.584 3.971 -1.393
C -2.088 3.217 -0.038
O -2.787 3.628 0.786
C -1.814 3.765 -2.440
O -2.307 4.566 -3.113
H 2.148 1.549 -2.589
H 3.412 1.138 -4.688
H 2.182 0.581 -6.792
H -0.306 0.367 -6.756
H -1.569 0.794 -4.639
H -3.539 0.874 -0.555
H -2.921 -0.800 -1.183
```

Calculated atomic charges, method Mulliken, unit e: number 1, C, carries -0.91; number 2, Si, carries 0.23; number 3, C, carries -0.85; number 4, C, carries -1.10; number 5, O, carries -0.33; number 6, C, carries 0.29; number 7, C, carries 0.02; number 8, C, carries -0.85; number 9, C, carries -1.03; number 10, C, carries -0.35; number 11, H, carries 0.33; number 12, H, carries 0.24; number 13, H, carries 0.27; number 14, H, carries 0.51; number 15, H, carries 0.28; number 16, H, carries 0.16; number 17, H, carries 0.34; number 18, H, carries 0.30; number 19, H, carries 0.29; number 20, H, carries 0.56; number 21, H, carries 0.36; number 22, H, carries 0.14; number 23, H, carries 0.26; number 24, H, carries 0.28; number 25, H, carries 0.14; number 26, H, carries 0.39; number 27, O, carries -0.48; number 28, C, carries 0.26; number 29, Co, carries 0.15; number 30, C, carries 0.25; number 31, O, carries -0.47; number 32, C, carries -0.19; number 33, O, carries -0.48; number 34, C, carries 0.37; number 35, C, carries 0.03; number 36, C, carries 0.22; number 37, C, carries -0.91; number 38, C, carries -0.44; number 39, C, carries -0.67; number 40, C, carries -0.47; number 41, C, carries 1.27; number 42, C, carries -1.28; number 43, Co, carries 0.13; number 44, C, carries 0.05; number 45, O, carries -0.43; number 46, C, carries 0.16; number 47, O, carries -0.46; number 48, C, carries 0.29; number 49, O, carries -0.47; number 50, H, carries 0.35; number 51, H, carries 0.36; number 52, H, carries 0.36; number 53, H, carries 0.35; number 54, H, carries 0.41; number 55, H, carries 0.34; number 56, H, carries 0.43

***

No. 4
The following is a DFT calculation (wB97M-V/def2-TZVPD) of a 2-piece molecular cluster, C2H6NO4PS overall.

Summary:
E_HOMO in Eh: -0.3709
SMILES string: [H]/N=C(\C)O.O=P(=S)OO
Frontier orbital gap in eV: 10.1

Geometry as XYZ:
```
15
C2H6NO4PS, DFT wB97M-V/def2-TZVPD
C 1.060 -0.584 -0.700
C 2.359 0.195 -0.724
N 0.255 -0.768 0.331
O 0.637 -0.850 -1.894
O -2.162 -1.320 1.109
O -3.015 2.173 0.032
O -2.676 -0.236 0.458
P -2.357 1.263 0.952
S -1.316 1.575 2.541
H 2.287 1.106 -1.415
H 2.353 0.593 0.300
H 3.243 -0.420 -0.931
H 0.759 -0.290 1.111
H -1.202 -1.291 0.922
H -0.224 -1.145 -2.091
```

Calculated atomic charges, method Mulliken, unit e: number 1, C, carries 0.63; number 2, C, carries -0.88; number 3, N, carries -0.64; number 4, O, carries -0.45; number 5, O, carries -0.39; number 6, O, carries -0.53; number 7, O, carries -0.10; number 8, P, carries 0.83; number 9, S, carries -0.29; number 10, H, carries 0.26; number 11, H, carries 0.30; number 12, H, carries 0.27; number 13, H, carries 0.08; number 14, H, carries 0.58; number 15, H, carries 0.34

***

No. 5
The following is a DFT calculation (wB97M-V/def2-TZVPD) of C20H38LaNO2P2Si as an isolated structure.

Summary:
E_HOMO (spin up / spin down) in Eh: -0.1522 / -0.1522
Frontier orbital gap (spin up / spin down) in eV: 4.0 / 4.2

Geometry as XYZ:
```
65
C20H38LaNO2P2Si, DFT wB97M-V/def2-TZVPD
C -0.472 3.768 -2.097
C -0.661 2.463 -1.553
N 0.297 1.965 -0.644
C 1.221 2.832 -0.135
C 1.273 4.169 -0.510
C 0.423 4.639 -1.516
C -1.820 1.712 -1.900
P -2.289 0.037 -1.349
La 0.050 -0.312 0.232
P 2.650 0.519 0.865
C 2.138 2.330 0.979
C 0.365 -3.019 -0.803
C -0.697 -3.370 0.029
C -0.664 -4.594 0.709
C 0.447 -5.430 0.590
C 1.556 -5.024 -0.167
C 1.536 -3.795 -0.852
O -0.098 0.619 -5.121
O 0.976 -1.485 -3.348
H -1.152 4.101 -2.891
H 1.980 4.815 0.003
H 0.491 5.678 -1.838
C -3.820 0.687 -0.550
C -2.956 -0.916 -2.773
H 3.077 2.909 0.964
H 1.638 2.501 1.959
H -0.929 1.109 -4.891
H -2.272 2.039 -2.875
C 3.354 0.279 2.528
C 4.143 0.693 -0.160
H -1.564 -2.682 0.100
H -1.507 -4.877 1.333
H 0.468 -6.398 1.097
H 2.442 -5.653 -0.223
H 2.417 -3.422 -1.395
H 0.370 -1.443 -2.420
H 0.636 -2.243 -3.896
H 0.840 -0.617 -3.808
H 0.497 1.361 -5.315
H 0.150 -2.102 -1.472
H -4.559 0.866 -1.345
H -4.211 0.004 0.213
H -3.570 1.655 -0.085
H -3.848 -0.418 -3.179
H -2.241 -1.080 -3.594
H -3.269 -1.904 -2.398
H 4.949 1.184 0.407
H 4.464 -0.315 -0.456
H 3.923 1.271 -1.068
H 4.265 0.882 2.649
H 2.628 0.526 3.316
H 3.611 -0.784 2.618
C -0.332 1.791 3.756
Si -1.094 0.323 2.854
C -0.504 -1.273 3.681
C -2.961 0.460 3.044
H 0.738 1.637 3.970
H -0.878 1.922 4.709
H -0.448 2.707 3.153
H -0.914 -1.271 4.705
H -0.871 -2.175 3.159
H 0.596 -1.321 3.743
H -3.206 0.528 4.118
H -3.335 1.363 2.533
H -3.468 -0.419 2.613
```

Calculated atomic charges, method Mulliken, unit e: number 1, C, carries -1.06; number 2, C, carries 1.05; number 3, N, carries 0.19; number 4, C, carries 0.71; number 5, C, carries -0.85; number 6, C, carries -0.48; number 7, C, carries -1.24; number 8, P, carries 0.88; number 9, La, carries 0.36; number 10, P, carries 0.67; number 11, C, carries -1.23; number 12, C, carries 0.65; number 13, C, carries -0.30; number 14, C, carries -0.75; number 15, C, carries -0.48; number 16, C, carries -0.49; number 17, C, carries -0.29; number 18, O, carries -0.59; number 19, O, carries -0.14; number 20, H, carries 0.34; number 21, H, carries 0.41; number 22, H, carries 0.40; number 23, C, carries -1.46; number 24, C, carries -1.28; number 25, H, carries 0.50; number 26, H, carries 0.26; number 27, H, carries 0.30; number 28, H, carries 0.17; number 29, C, carries -1.20; number 30, C, carries -1.28; number 31, H, carries 0.52; number 32, H, carries 0.38; number 33, H, carries 0.36; number 34, H, carries 0.38; number 35, H, carries 0.37; number 36, H, carries 0.34; number 37, H, carries 0.34; number 38, H, carries 0.33; number 39, H, carries 0.30; number 40, H, carries -1.05; number 41, H, carries 0.45; number 42, H, carries 0.37; number 43, H, carries 0.26; number 44, H, carries 0.43; number 45, H, carries 0.20; number 46, H, carries 0.34; number 47, H, carries 0.38; number 48, H, carries 0.37; number 49, H, carries 0.36; number 50, H, carries 0.40; number 51, H, carries 0.27; number 52, H, carries 0.38; number 53, C, carries -1.10; number 54, Si, carries 0.38; number 55, C, carries -1.11; number 56, C, carries -1.09; number 57, H, carries 0.30; number 58, H, carries 0.41; number 59, H, carries 0.23; number 60, H, carries 0.35; number 61, H, carries 0.27; number 62, H, carries 0.25; number 63, H, carries 0.40; number 64, H, carries 0.25; number 65, H, carries 0.19

***

No. 6
The following is a DFT calculation (wB97M-V/def2-TZVPD) of C28H23BMnN10S5 as an isolated structure.

Summary:
E_HOMO (spin up / spin down) in Eh: -0.4868 / -0.4868
Frontier orbital gap (spin up / spin down) in eV: 6.1 / 3.9
Total charge: +2
2S+1: 6

Geometry as XYZ:
```
68
C28H23BMnN10S5, DFT wB97M-V/def2-TZVPD
Mn -0.361 0.309 -0.917
C -3.886 -2.151 0.141
C -2.559 -2.044 -0.259
N -2.187 -0.765 -0.278
N -3.264 -0.025 0.088
C -4.296 -0.849 0.354
B -3.090 1.514 0.269
N -1.924 1.705 1.274
C -1.891 2.152 2.539
C -0.584 2.127 2.988
C 0.142 1.625 1.915
N -0.672 1.370 0.890
N -2.605 2.123 -1.097
C -3.117 3.148 -1.784
C -2.350 3.352 -2.922
C -1.360 2.385 -2.853
N -1.525 1.647 -1.745
N -4.358 2.228 0.652
C -4.561 3.352 1.400
C -5.889 3.668 1.337
C -6.442 2.684 0.489
N -5.521 1.840 0.075
H -4.467 -3.050 0.251
H -1.855 -2.821 -0.513
H -5.250 -0.467 0.661
H -2.785 2.442 3.063
H -0.214 2.435 3.950
H 1.201 1.439 1.835
H -3.998 3.670 -1.447
H -2.479 4.096 -3.687
H -0.557 2.187 -3.546
H -3.760 3.873 1.896
H -6.396 4.492 1.808
H -7.462 2.568 0.163
C 1.856 -3.069 0.017
C 1.107 -1.961 0.252
N 1.062 -0.774 -0.411
C 2.013 -1.479 -2.817
C 2.759 -2.678 -2.261
C 2.724 -3.329 -1.086
C 3.837 -2.596 -3.327
C 2.073 -1.936 -5.227
C 0.680 -1.652 -4.792
C -0.493 -1.624 -5.525
C -1.668 -1.342 -4.839
C -1.620 -1.081 -3.481
N -0.481 -1.096 -2.773
C 0.628 -1.426 -3.417
H 1.809 -3.835 0.779
H 0.425 -1.993 1.098
H 3.414 -4.158 -0.963
H 4.784 -2.205 -2.948
H 2.226 -2.804 -5.855
H -0.505 -1.814 -6.590
H -2.614 -1.301 -5.361
H -2.524 -0.856 -2.928
C 4.236 1.689 -5.103
S 2.686 0.855 -5.534
C 3.121 -0.849 -5.271
C 2.939 -1.610 -4.020
S 2.146 -0.145 -1.506
S 4.292 -3.990 -4.421
C 4.859 -3.085 -5.774
S 5.735 -3.878 -6.937
S 4.653 -1.392 -6.133
H 4.024 2.754 -5.156
H 5.009 1.445 -5.827
H 4.545 1.426 -4.093
```

Calculated atomic charges, method Mulliken, unit e: number 1, Mn, carries 0.21; number 2, C, carries -1.47; number 3, C, carries -0.27; number 4, N, carries 0.27; number 5, N, carries 0.33; number 6, C, carries -0.01; number 7, B, carries 0.57; number 8, N, carries 0.44; number 9, C, carries -0.13; number 10, C, carries -1.32; number 11, C, carries -0.17; number 12, N, carries -0.26; number 13, N, carries 0.63; number 14, C, carries -0.03; number 15, C, carries -1.34; number 16, C, carries -0.48; number 17, N, carries -0.02; number 18, N, carries 0.27; number 19, C, carries -0.32; number 20, C, carries -0.96; number 21, C, carries -0.26; number 22, N, carries -1.03; number 23, H, carries 0.46; number 24, H, carries 0.50; number 25, H, carries 0.59; number 26, H, carries 0.76; number 27, H, carries 0.46; number 28, H, carries 0.52; number 29, H, carries 0.43; number 30, H, carries 0.47; number 31, H, carries 0.65; number 32, H, carries 0.71; number 33, H, carries 0.44; number 34, H, carries 0.48; number 35, C, carries -0.88; number 36, C, carries -0.21; number 37, N, carries -0.08; number 38, C, carries 1.38; number 39, C, carries -1.15; number 40, C, carries 0.16; number 41, C, carries -0.03; number 42, C, carries -1.40; number 43, C, carries -0.08; number 44, C, carries -1.13; number 45, C, carries -1.10; number 46, C, carries -0.21; number 47, N, carries 0.24; number 48, C, carries 0.33; number 49, H, carries 0.41; number 50, H, carries 0.53; number 51, H, carries 0.45; number 52, H, carries 0.63; number 53, H, carries 0.64; number 54, H, carries 0.59; number 55, H, carries 0.50; number 56, H, carries 0.30; number 57, C, carries -0.98; number 58, S, carries 0.07; number 59, C, carries 1.57; number 60, C, carries -0.87; number 61, S, carries -0.19; number 62, S, carries -0.08; number 63, C, carries 0.35; number 64, S, carries 0.17; number 65, S, carries -0.11; number 66, H, carries 0.43; number 67, H, carries 0.34; number 68, H, carries 0.29

***

Calculated total energy per entry: -110396.070; -10244.169; -121686.753; -31973.542; -54250.004; -130468.530 eV